The following is a DFT calculation (wB97M-V/def2-TZVPD) of one molecule with the formula C6H12N2.

Its multiplicity is 1. The calculation puts the LUMO energy (spin up / spin down) at 0.49 / 0.49 eV. The calculation puts the HOMO energy (spin up / spin down) at -0.2570 / -0.2570 Ha. Its HOMO-LUMO gap (spin up / spin down) is 7.48 / 7.48 eV.

Each atom is followed by the atoms it is bonded to, with distances in Å.
Positions of all 20 atoms, in Å:
1 C -0.11495 -0.29561 -0.50086  C2 1.478, C3 1.500, C4 1.500
2 C -0.30437 0.86775 0.39087  C1 1.478, C5 1.520, C7 1.615, H9 1.093
3 C -1.17217 -0.60864 -1.51794  C1 1.500, H13 1.097, H14 1.091, H15 1.091
4 C 1.27614 -0.74334 -0.83872  C1 1.500, H12 1.089, H16 1.096, H17 1.090
5 C 0.74525 1.96653 0.43955  C2 1.520, H18 1.091, H19 1.092, H20 1.090
6 N -0.58585 -1.34988 1.11548  C7 1.588, H10 1.021, H11 1.022
7 C -0.35521 0.06774 1.79245  C2 1.615, N6 1.588, N8 1.195
8 N -0.19319 0.31910 2.94951  C7 1.195
9 H -1.29696 1.30397 0.24868  C2 1.093
10 H -1.57225 -1.60968 1.15454  N6 1.021
11 H -0.03701 -2.09901 1.54169  N6 1.022
12 H 1.93534 -0.68971 0.02673  C4 1.089
13 H -1.00647 0.01681 -2.40358  C3 1.097
14 H -1.13593 -1.65204 -1.83523  C3 1.091
15 H -2.17187 -0.38387 -1.14441  C3 1.091
16 H 1.69262 -0.08594 -1.61016  C4 1.096
17 H 1.27997 -1.76059 -1.23100  C4 1.090
18 H 0.53691 2.59202 1.30930  C5 1.091
19 H 0.73051 2.57829 -0.46513  C5 1.092
20 H 1.74951 1.56612 0.57821  C5 1.090

Atom charges from the Mulliken analysis, given in e for atoms 1 to 4:
1. C 1.309
2. C 0.113
3. C -1.442
4. C -1.695

The following is a DFT calculation (wB97M-V/def2-TZVPD) of a 2-piece molecular cluster, C6H12N2 overall.

Its multiplicity is 1. The calculation puts the LUMO energy at -0.77 eV. The calculation puts the HOMO energy at -0.3278 Ha. Its HOMO-LUMO gap is 8.15 eV.

Each atom is followed by the atoms it is bonded to, with distances in Å.
Positions of all 20 atoms, in Å:
1 C 2.18885 0.39331 0.10336  N7 1.164, N8 1.299
2 C -1.43335 -0.43241 0.75880  C6 1.567, H9 1.098, H10 1.038, H11 1.186
3 C -0.64357 1.77830 0.68322  C6 1.538, H12 1.055, H13 1.126, H14 1.018
4 C -0.48928 0.38944 -1.43384  C6 1.555, H15 1.119, H16 1.057, H17 1.062
5 C 1.28460 -2.21761 -0.01456  H18 1.090, H19 0.995, H20 1.029
6 C -0.27674 0.40084 0.10694  C2 1.567, C3 1.538, C4 1.555, N8 1.470
7 N 3.20732 0.95211 0.03660  C1 1.164
8 N 1.05103 -0.11390 0.47254  C1 1.299, C6 1.470
9 H -1.65891 -1.39989 0.29215  C2 1.098
10 H -1.08705 -0.77943 1.67330  C2 1.038
11 H -2.34498 0.32597 0.73895  C2 1.186
12 H -1.42699 2.26369 0.16982  C3 1.055
13 H 0.24176 2.45590 0.52854  C3 1.126
14 H -0.84145 1.78958 1.68195  C3 1.018
15 H -1.55850 0.46764 -1.75321  C4 1.119
16 H 0.21638 1.04699 -1.86601  C4 1.057
17 H -0.32674 -0.52593 -1.94694  C4 1.062
18 H 1.42544 -2.12094 -1.09084  C5 1.090
19 H 2.12634 -2.23369 0.51568  C5 0.995
20 H 0.34583 -2.43996 0.34356  C5 1.029

Atom charges from the Mulliken analysis, given in e for atoms 1 to 4:
1. C 0.648
2. C -1.686
3. C -1.818
4. C -1.664

The following is a DFT calculation (wB97M-V/def2-TZVPD) of a 2-piece molecular cluster, C6H12N2 overall.

Its multiplicity is 1. The calculation puts the LUMO energy at 0.88 eV. The calculation puts the HOMO energy at -0.3174 Ha. The structure (SMILES) is Cc1c[nH]cn1.CC. Its HOMO-LUMO gap is 9.52 eV.

Each atom is followed by the atoms it is bonded to, with distances in Å.
Positions of all 20 atoms, in Å:
1 C -1.53788 1.17706 -0.55570  C2 1.493, H7 1.089, H8 1.086, H9 1.084
2 C -0.95447 0.15212 0.36022  C1 1.493, C3 1.364, N6 1.360
3 C -1.52463 -1.04200 0.68908  C2 1.364, N4 1.378, H10 1.071
4 N -0.76512 -1.53552 1.72753  C3 1.378, C5 1.347, H11 1.006
5 C 0.24495 -0.66936 1.93576  N4 1.347, N6 1.300, H12 1.084
6 N 0.15835 0.33938 1.12014  C2 1.360, C5 1.300
7 H -1.00552 1.29018 -1.49904  C1 1.089
8 H -1.42875 2.14453 -0.07393  C1 1.086
9 H -2.56478 0.90696 -0.77435  C1 1.084
10 H -2.41500 -1.58380 0.44223  C3 1.071
11 H -0.82968 -2.46492 2.10603  N4 1.006
12 H 1.01142 -0.92755 2.65748  C5 1.084
13 C 2.10786 1.15624 -1.63071  C14 1.504, H15 1.092, H16 1.086, H17 1.085
14 C 1.53971 0.06792 -2.49993  C13 1.504, H18 1.087, H19 1.090, H20 1.099
15 H 2.45346 2.04594 -2.16185  C13 1.092
16 H 1.38983 1.58834 -0.94036  C13 1.086
17 H 2.89575 0.82138 -0.96353  C13 1.085
18 H 0.47602 0.12918 -2.71668  C14 1.087
19 H 1.72235 -0.93755 -2.12192  C14 1.090
20 H 2.07117 0.01622 -3.46002  C14 1.099

Atom charges from the Mulliken analysis, given in e for atoms 1 to 4:
1. C -1.148
2. C 0.718
3. C -0.602
4. N -0.069

The following is a DFT calculation (wB97M-V/def2-TZVPD) of one molecule with the formula C6H12N2.

Its multiplicity is 1. The calculation puts the LUMO energy at 0.81 eV. The calculation puts the HOMO energy at -0.2169 Ha. Its HOMO-LUMO gap is 6.71 eV.

Each atom is followed by the atoms it is bonded to, with distances in Å.
Positions of all 20 atoms, in Å:
1 C -1.01658 -0.96843 1.52085  C5 1.531, H13 1.089, H14 1.087, H15 1.090
2 C -1.19996 -1.26759 -0.96015  C5 1.526, H16 1.088, H17 1.088, H18 1.089
3 N -0.09512 0.83305 0.04770  C4 1.498, C5 1.558, N6 1.425, H9 1.025
4 C 1.37056 0.52569 0.09544  N3 1.498, C7 1.391, C8 1.349
5 C -0.34728 -0.69966 0.17088  C1 1.531, C2 1.526, N3 1.558, C7 1.496
6 N -0.61695 1.51520 -1.08920  N3 1.425, H10 1.020, H11 1.018
7 C 1.13800 -0.84581 0.06903  C4 1.391, C5 1.496, H12 1.066
8 C 2.30296 1.49984 0.06485  C4 1.349, H19 1.077, H20 1.071
9 H -0.42683 1.34714 0.87057  N3 1.025
10 H -0.10859 2.39488 -1.17570  N6 1.020
11 H -0.37228 0.96059 -1.90697  N6 1.018
12 H 1.75285 -1.68302 0.30906  C7 1.066
13 H -0.45189 -0.50108 2.32621  C1 1.089
14 H -1.02950 -2.04063 1.70143  C1 1.087
15 H -2.04359 -0.60244 1.53507  C1 1.090
16 H -0.65878 -1.25500 -1.90374  C2 1.088
17 H -1.44114 -2.30275 -0.72945  C2 1.088
18 H -2.12954 -0.71070 -1.06648  C2 1.089
19 H 2.02739 2.53976 0.01220  C8 1.077
20 H 3.34627 1.26095 0.10840  C8 1.071

Atom charges from the Mulliken analysis, given in e for atoms 1 to 4:
1. C -1.618
2. C -1.757
3. N 0.235
4. C 0.424

The following is a DFT calculation (wB97M-V/def2-TZVPD) of a 2-piece molecular cluster, C6H12N2 overall.

Its multiplicity is 1. The calculation puts the LUMO energy at 0.81 eV. The calculation puts the HOMO energy at -0.3202 Ha. The structure (SMILES) is Cc1c[nH]cn1.CC. Its HOMO-LUMO gap is 9.53 eV.

Each atom is followed by the atoms it is bonded to, with distances in Å.
Positions of all 20 atoms, in Å:
1 C -0.54785 -1.69703 2.11836  C2 1.545, H7 1.084, H8 1.112, H9 1.160
2 C -0.02908 -0.24816 1.97703  C1 1.545, C3 1.305, N6 1.345
3 C 0.61280 0.28311 0.97212  C2 1.305, N4 1.394, H10 1.096
4 N 0.98339 1.56543 1.37538  C3 1.394, C5 1.393, H11 0.999
5 C 0.45831 1.75270 2.65181  N4 1.393, N6 1.398, H12 1.080
6 N -0.19464 0.57526 3.02819  C2 1.345, C5 1.398
7 H -0.76494 -2.11614 1.14201  C1 1.084
8 H -1.53841 -1.82357 2.60660  C1 1.112
9 H 0.24230 -2.37294 2.63290  C1 1.160
10 H 0.81682 0.12486 -0.09284  C3 1.096
11 H 1.64520 2.20657 0.98851  N4 0.999
12 H 0.69608 2.51494 3.37938  C5 1.080
13 C -1.00343 0.10225 -2.59787  C14 1.567, H15 1.087, H16 1.087, H17 1.166
14 C 0.41908 -0.35013 -3.07590  C13 1.567, H18 1.115, H19 1.172, H20 1.135
15 H -1.29268 0.98906 -3.15682  C13 1.087
16 H -1.94061 -0.44772 -2.58930  C13 1.087
17 H -0.93190 0.75550 -1.63474  C13 1.166
18 H 0.40323 -0.70439 -4.13344  C14 1.115
19 H 0.65366 -1.43494 -2.69941  C14 1.172
20 H 1.31266 0.32535 -2.89198  C14 1.135

Atom charges from the Mulliken analysis, given in e for atoms 1 to 4:
1. C -0.986
2. C 0.417
3. C -0.189
4. N -0.053